Arrangement A

Below is C6H7N2O as an isolated structure, with properties calculated with ωB97M-V/def2-TZVPD.

```
16
Properties=species:S:1:pos:R:3
C -1.497 1.100 -1.233
C -0.823 1.330 0.895
C -0.482 0.190 -1.053
C 0.090 -0.876 -1.811
C 0.844 -1.810 -0.764
C 1.004 -0.491 0.680
N -1.712 1.721 -0.027
N -0.132 0.313 0.271
O -0.039 -1.082 -2.995
H -1.932 1.508 -2.133
H -0.733 1.539 2.018
H 0.267 -2.660 -0.456
H 1.808 -2.166 -1.187
H 0.947 -1.177 1.626
H 1.828 0.199 0.764
H -2.351 2.571 -0.044
```

Summary:
Total charge: +1
Orbital gap (eV): 9.8

---

Arrangement B

Below is an isolated ion of composition C6H7N2O and charge +1, with properties calculated with ωB97M-V/def2-TZVPD.

```
16
Properties=species:S:1:pos:R:3
C -0.607 -0.717 -0.409
C 0.847 0.421 2.576
C 0.049 -0.615 3.025
C 0.736 1.079 -1.129
C -0.146 -0.488 0.898
C -0.549 0.238 -2.717
N -0.146 0.151 -1.312
N 0.694 0.455 1.240
O -0.558 -1.159 1.992
H -1.531 -1.275 -0.603
H 1.510 1.097 3.108
H -0.070 -1.139 3.920
H 1.609 1.147 -1.727
H 0.384 0.320 -3.340
H -1.121 -0.760 -2.769
H -1.100 1.246 -2.755
```

Summary:
Total charge: +1
Orbital gap (spin up / spin down) (eV): 6.9 / 7.4

---

It is arrangement A that is the most stable of them.

---

Arrangement A

Below is one molecule with the formula C3H6N2S2, with properties calculated with ωB97M-V/def2-TZVPD.

```
13
Properties=species:S:1:pos:R:3
C 1.498 -1.174 0.948
S -0.304 -1.515 0.748
N -0.935 -0.682 -0.604
C -0.661 -1.188 -1.789
N -0.318 -1.667 -2.775
S -1.999 0.667 -0.501
C -0.908 1.994 0.109
H 1.819 -0.065 1.184
H 2.220 -1.397 0.117
H 1.732 -1.744 1.895
H -1.545 2.762 0.343
H -0.195 2.361 -0.671
H -0.403 1.648 0.994
```

Summary:
Total charge: 0
Orbital gap (eV): 9.6
SMILES string: CSN(C#N)SC

---

Arrangement B

Below is one molecule with the formula C3H6N2S2, with properties calculated with ωB97M-V/def2-TZVPD.

```
13
Properties=species:S:1:pos:R:3
S -1.940 -0.422 2.488
C -1.549 -0.262 0.902
N -1.165 -1.243 0.053
N -0.696 -0.967 -1.247
C 0.300 -0.227 -1.276
C 1.171 0.289 -0.165
S 1.298 2.116 -0.116
H -1.654 0.672 0.377
H -1.727 -2.092 0.042
H 0.591 0.148 -2.228
H 2.193 -0.145 -0.422
H 0.851 -0.166 0.851
H 2.327 2.300 0.742
```

Summary:
Total charge: 0
Orbital gap (eV): 8.8
SMILES string: S=CN/N=C\CS

---

It is arrangement A that is the most stable of them.

---

Arrangement A

Below is C3H6N2S2 as an isolated structure, with properties calculated with ωB97M-V/def2-TZVPD.

```
13
Properties=species:S:1:pos:R:3
C -0.956 -0.618 0.192
C 0.097 -1.283 -0.651
C 0.884 0.774 0.071
H -1.017 2.280 1.280
H -0.896 -0.814 1.388
H -2.046 -0.817 -0.123
H 0.481 -2.515 -0.574
H 0.069 -0.651 -1.845
H 2.194 -0.768 0.166
N -0.426 0.754 -0.299
N 1.243 -0.489 -0.061
S -1.435 2.127 -0.014
S 1.809 2.021 0.470
```

Summary:
Total charge: 0
Orbital gap (eV): 9.0

---

Arrangement B

Below is one molecule with the formula C3H6N2S2, with properties calculated with ωB97M-V/def2-TZVPD.

```
13
Properties=species:S:1:pos:R:3
H -2.815 -1.600 0.354
N -2.623 -0.694 0.023
C -1.395 -0.512 -0.292
N -0.418 -1.471 -0.362
S 1.236 -1.086 -0.763
C 1.431 0.309 0.385
C 0.657 1.505 -0.109
S -0.993 1.167 -0.782
H -0.559 -2.310 0.114
H 1.129 -0.041 1.357
H 2.486 0.577 0.408
H 1.204 1.862 -0.975
H 0.660 2.294 0.641
```

Summary:
Total charge: 0
Orbital gap (eV): 9.2
SMILES string: [H]/N=C1\NSCCS1

---

Arrangement C

Below is one molecule with the formula C3H6N2S2, with properties calculated with ωB97M-V/def2-TZVPD.

```
13
Properties=species:S:1:pos:R:3
N -1.145 0.755 1.647
N -0.864 1.509 0.587
C 0.041 1.199 -0.236
C 0.970 -0.028 -0.098
C 0.206 -1.316 -0.452
S -0.498 -2.389 0.594
S 0.107 -1.678 -2.145
H -2.075 0.945 1.965
H -0.888 -0.238 1.726
H 0.152 1.953 -0.999
H 1.782 0.016 -0.849
H 1.401 -0.104 0.884
H 0.810 -0.623 -2.625
```

Summary:
Total charge: 0
Orbital gap (eV): 8.3
SMILES string: N/N=C\CC(=S)S

---

It is arrangement B that is the most stable of them.

---

Arrangement A

Below is one molecule with the formula C4H7NOS2, with properties calculated with ωB97M-V/def2-TZVPD.

```
15
Properties=species:S:1:pos:R:3
C -1.027 0.457 -1.187
C -0.729 1.025 -0.092
O -1.519 1.452 0.864
N 0.613 0.951 0.441
C 1.796 0.226 -0.081
S 3.252 0.966 -0.398
S 1.628 -1.546 -0.219
C -0.128 -1.814 0.353
H -1.981 0.395 -1.582
H -0.220 -0.002 -1.722
H -1.187 1.680 1.772
H 1.025 1.847 0.809
H -0.253 -2.852 0.435
H -0.865 -1.601 -0.596
H -0.403 -1.184 1.204
```

Summary:
Total charge: 0
Orbital gap (eV): 8.5
SMILES string: C=C(O)NC(=S)SC

---

Arrangement B

Below is one molecule with the formula C4H7NOS2, with properties calculated with ωB97M-V/def2-TZVPD.

```
15
Properties=species:S:1:pos:R:3
N 0.992 -2.012 1.064
C 0.964 -1.187 -0.006
S 2.332 -0.641 -0.709
C -0.468 -0.849 -0.466
S -1.730 -1.857 -0.213
C -0.657 0.540 -0.980
C -0.792 1.673 0.072
O 0.255 1.591 1.034
H 0.092 -2.392 1.389
H 1.840 -2.218 1.515
H 0.184 0.770 -1.677
H -1.528 0.565 -1.643
H -0.771 2.664 -0.458
H -1.794 1.564 0.507
H 1.080 1.789 0.570
```

Summary:
Total charge: 0
Orbital gap (eV): 7.4
SMILES string: NC(=S)C(=S)CCO

---

It is arrangement B that is the most stable of them.

---

Arrangement A

Below is one molecule with the formula C6H11NO2, with properties calculated with ωB97M-V/def2-TZVPD.

```
20
Properties=species:S:1:pos:R:3
C -0.564 -1.611 -1.203
C 0.225 -0.429 -0.761
C -0.197 0.981 -0.954
N -0.478 0.632 0.422
C -1.779 0.871 1.003
C 0.992 0.164 1.337
O 1.708 1.078 1.769
C 1.525 -0.555 -0.074
O 2.544 0.259 -0.569
H -1.613 -1.360 -1.353
H -0.490 -2.427 -0.483
H -0.147 -1.972 -2.148
H -1.081 1.120 -1.573
H 0.572 1.733 -1.114
H -1.899 1.935 1.227
H -2.588 0.573 0.329
H -1.861 0.296 1.925
H 0.600 -0.626 2.001
H 1.840 -1.590 0.080
H 2.693 0.928 0.136
```

Summary:
Total charge: 0
Orbital gap (eV): 9.2
SMILES string: C[C@@]12C[N@+]1(C)[C@H]([O-])[C@@H]2O

---

Arrangement B

Below is a 2-piece molecular cluster, C6H11NO2 overall, with properties calculated with ωB97M-V/def2-TZVPD.

```
20
Properties=species:S:1:pos:R:3
C 0.492 -0.537 -1.949
C -0.229 -1.138 -0.776
O 0.032 -2.247 -0.315
C -1.753 -0.610 -0.599
N -2.486 -1.423 0.211
O -2.187 0.376 -1.163
H 1.461 -0.163 -1.612
H 0.654 -1.307 -2.707
H -0.048 0.296 -2.400
H -2.064 -2.278 0.557
H -3.431 -1.170 0.459
C 1.766 0.235 1.942
C 0.754 0.694 1.204
C 0.721 2.033 0.540
H 1.728 -0.759 2.377
H 2.660 0.829 2.108
H -0.172 0.049 1.032
H -0.271 2.211 0.114
H 1.441 2.076 -0.282
H 0.931 2.831 1.258
```

Summary:
Total charge: 0
Orbital gap (eV): 9.6
SMILES string: CC(=O)C(N)=O.C=CC

---

It is arrangement B that is the most stable of them.

---

Arrangement A

Below is a 2-piece molecular cluster, C6H11NO2 overall, with properties calculated with ωB97M-V/def2-TZVPD.

```
20
Properties=species:S:1:pos:R:3
C -2.075 -0.964 0.618
C -0.638 -0.689 0.289
O 0.190 -1.570 0.279
C -0.248 0.822 0.309
C 0.797 1.233 -0.722
C 0.215 1.192 1.723
H -2.208 -2.000 0.920
H -2.421 -0.324 1.426
H -2.669 -0.760 -0.272
H -1.175 1.367 0.109
H 0.455 0.996 -1.728
H 0.931 2.313 -0.708
H 1.763 0.792 -0.487
H -0.538 0.943 2.468
H 0.396 2.264 1.777
H 1.136 0.667 1.964
N 0.762 -1.185 -3.356
C 1.432 -1.443 -2.457
O 2.200 -1.769 -1.496
H 1.693 -1.885 -0.657
```

Summary:
Total charge: 0
Orbital gap (eV): 11.0
SMILES string: CC(=O)C(C)C.N#CO

---

Arrangement B

Below is C6H11NO2 as an isolated structure, with properties calculated with ωB97M-V/def2-TZVPD.

```
20
Properties=species:S:1:pos:R:3
C 0.576 0.881 -1.033
C -0.065 1.910 -0.363
C 1.999 0.545 -0.744
C -0.042 0.235 -2.224
C -0.680 -0.790 1.319
C -1.537 -2.471 2.696
O -1.142 0.391 1.545
N -0.638 -1.632 2.438
O -0.102 -1.134 0.281
H -0.631 1.152 0.691
H -0.931 2.358 -0.837
H 0.544 2.603 0.207
H 2.155 -0.532 -0.763
H 2.318 0.936 0.221
H 2.624 0.993 -1.523
H 0.446 0.625 -3.123
H -1.108 0.445 -2.291
H 0.108 -0.842 -2.197
H -1.433 -3.096 3.579
H -2.462 -2.577 2.121
```

Summary:
Total charge: 0
Orbital gap (eV): 9.7

---

Arrangement C

Below is a 2-piece molecular cluster, C6H11NO2 overall, with properties calculated with ωB97M-V/def2-TZVPD.

```
20
Properties=species:S:1:pos:R:3
C -2.273 0.681 -0.141
C -1.139 0.270 -0.977
O -0.473 0.974 -1.694
C -0.643 -1.266 -0.720
N 0.752 -1.386 -1.016
H -1.820 0.676 0.984
H -2.679 1.640 -0.459
H -3.048 -0.083 -0.093
H -0.876 -1.630 0.280
H -1.310 -1.793 -1.419
H 0.997 -0.788 -1.800
H 1.126 -2.326 -0.992
C 2.397 0.760 0.279
C 1.290 1.117 0.930
C 0.555 0.188 1.762
O -0.587 0.378 2.187
H 2.862 -0.199 0.451
H 2.983 1.479 -0.269
H 0.833 2.085 0.775
H 1.054 -0.778 1.934
```

Summary:
Total charge: 0
Orbital gap (eV): 8.8
SMILES string: CC(=O)CN.C=CC=O

---

It is arrangement A that is the most stable of them.